# C28H26BrHfI2N5O

A molecular structure, C28H26BrHfI2N5O at a distorted geometry (the ωB97M-V functional and the def2-TZVPD basis, OMol25).

The energy above the lowest of the compared OMol25 structures with the same formula, charge and spin comes out at 0.521 eV. As for the charge: +2. Its HOMO energy is -13.3 eV. The orbital gap is 6.7 eV.

Cartesian coordinates (Å):
Hf 0.1626 0.1446 -0.0938
I -2.1186 -2.5575 -1.0245
I -3.1897 0.7238 -0.2008
Br -0.8221 -1.0817 2.2486
O -0.5769 0.1339 -1.9322
N 1.5150 1.3581 -1.1978
N 2.0205 0.8278 1.3384
N -1.2205 3.6828 2.6761
N 1.2572 1.3756 -2.5412
N -0.4259 2.0735 1.0047
C -0.7987 0.2066 -6.9449
C -1.6150 3.2253 4.0160
C 2.1574 -4.7096 1.9962
C -0.8048 2.8302 1.8037
C 0.4625 -3.4575 3.1450
C -1.3884 5.1071 2.3659
C 0.5433 1.2546 -5.2490
C 2.9946 -3.9433 -0.1901
C 3.9494 2.2455 2.7534
C -1.5003 -0.4930 -5.9722
C 1.2740 -2.6520 0.9647
C 3.5365 2.6907 -1.5622
C 2.0880 -1.9596 -1.1928
C 2.7898 1.7505 0.7197
C -3.7093 -1.1368 -1.1317
C 2.5714 1.9333 -0.7237
C 1.2521 -1.7203 -0.1177
C -1.1870 -0.3195 -4.6376
C -0.1621 0.5526 -4.2652
C 3.7559 2.4774 1.4010
C 2.1472 -3.7783 0.9316
C 2.9643 -3.0633 -1.2326
C 2.2358 0.5966 2.6315
C 3.1853 1.2744 3.3784
C 1.3390 -4.5565 3.0789
C 0.1757 0.7027 -2.8532
C 0.4597 -2.5682 2.1148
C 0.2195 1.0802 -6.5803
H 4.3514 3.2131 0.8802
H 3.4965 3.7551 -1.3185
H -1.7157 -0.8705 -3.8695
H -2.6583 3.4849 4.1937
H 4.5524 2.3428 -1.3717
H 2.0892 -1.2875 -2.0481
H -1.0431 0.0706 -7.9899
H 1.3305 1.9319 -4.9533
H -0.9944 3.7143 4.7663
H 2.8272 -5.5580 1.9308
H 3.6689 -4.7908 -0.2034
H -1.1278 5.3038 1.3296
H -4.5707 -1.5364 -0.6132
H 3.3218 1.0341 4.4230
H 3.6060 -3.2041 -2.0922
H -0.1982 -3.3310 3.9921
H 4.6932 2.8032 3.3065
H -0.7476 5.6993 3.0184
H 1.3469 -5.2727 3.8887
H 0.7612 1.6266 -7.3405
H 3.2941 2.5649 -2.6121
H -2.2909 -1.1742 -6.2568
H -2.4263 5.3927 2.5339
H -1.4975 2.1476 4.0972
H 1.6347 -0.1747 3.0943
H -3.9256 -0.9272 -2.1714

Here are the natural (NBO) charges for atoms 1 to 2, given in e: atom 1 (Hf): 2.042, atom 2 (I): 0.308

# C28H26Cl2N4O12STi

A molecular structure, C28H26Cl2N4O12STi (the ωB97M-V functional and the def2-TZVPD basis, OMol25).

The energy above the lowest of the compared OMol25 structures with the same formula, charge and spin comes out at 0.295 eV. As for the charge: 0. Its HOMO energy is -8.0 eV. The orbital gap is 6.2 eV.

Cartesian coordinates (Å):
Ti 0.2308 -0.1585 0.7012
Cl 1.1303 -4.7355 -4.4693
Cl 0.3245 0.5655 -4.1133
S -3.1697 -4.3379 -2.8884
O 0.1976 1.4751 1.9482
O 2.1019 -0.2420 1.1227
O -3.9571 -5.3315 -2.1868
O -3.7736 -3.7483 -4.0660
O -1.7674 -4.7127 -3.0614
O 0.8046 -1.5267 5.4297
O 4.2604 0.7215 3.0389
O 0.2573 -0.0299 -1.1110
O -1.0659 2.4146 -0.3495
O 0.0791 -1.1723 2.4720
O 3.5591 -0.4311 5.6871
O 1.6329 2.1068 -0.1428
N -1.9226 0.0589 0.9446
N 0.4359 -2.2670 -0.0031
N 1.3081 2.7724 3.3997
N -0.9299 3.5621 -2.2997
C -2.3740 3.5635 -2.4907
C 0.7168 -4.6858 -1.3721
C 2.2757 -0.4827 2.4112
C 0.7246 -3.4806 -2.0965
C 1.2009 -0.9906 3.1033
C -2.6393 -2.2304 0.5229
C 0.6036 -4.6423 -0.0061
C 1.5096 -1.1378 4.5388
C 1.1112 2.2992 2.1832
C 0.8423 -3.3415 -3.5074
C 3.3409 -0.0249 3.2844
C 1.1298 2.8885 -1.1983
C 0.7384 -2.1201 -4.1032
C -2.9367 -3.2484 -0.3700
C -2.9562 -1.6647 -2.1774
C -0.3968 2.9336 -1.2375
C 0.5237 -0.9591 -3.3261
C -0.1138 4.1543 -3.3494
C 0.4744 -3.4097 0.6514
C -2.4847 -0.9355 0.0488
C -2.6850 -0.6312 -1.2916
C 2.0160 2.7419 1.0437
C 2.9321 -0.5443 4.6780
C 0.5550 -2.3082 -1.3562
C 0.4877 2.3235 4.5224
C 0.4446 -1.0474 -1.9698
C -3.0404 -2.9751 -1.7239
C 2.3779 3.7091 3.7241
H 0.7959 -2.0297 -5.1779
H -2.1494 1.0147 0.6758
H -0.3524 1.7451 4.1566
H 0.5202 4.9561 -2.9663
H -2.5650 0.3884 -1.6395
H 3.0382 2.4325 1.2822
H 0.5883 -5.5494 0.5804
H 1.4854 2.4270 -2.1203
H 1.9891 3.8327 0.9597
H -3.0924 -1.4723 -3.2346
H -2.4920 -2.4423 1.5766
H -2.8523 3.2103 -1.5836
H -0.7773 4.5856 -4.0939
H -2.7169 4.5749 -2.7082
H -3.0619 -4.2705 -0.0348
H 0.3590 -3.3532 1.7255
H -2.6503 2.9093 -3.3206
H 0.1266 3.1933 5.0702
H 0.7785 -5.6253 -1.9030
H 3.1900 3.6429 3.0058
H 1.0869 1.7092 5.1969
H 0.5127 3.4144 -3.8496
H 1.9960 4.7301 3.7686
H -2.1884 -0.1037 1.9098
H 1.5342 3.9055 -1.1616
H 2.7829 3.4378 4.6972

Here are the Löwdin charges for atoms 1 to 2, given in e: atom 1 (Ti): 1.291, atom 2 (Cl): 0.766

# C28H26ClIN3O5PdS

A molecular structure, C28H26ClIN3O5PdS (the ωB97M-V functional and the def2-TZVPD basis, OMol25).

As for the spin multiplicity: 5. The energy above the lowest of the compared OMol25 structures with the same formula, charge and spin comes out at 2.028 eV. As for the charge: +1. Its HOMO energy (spin up / spin down) is -10.7 / -10.8 eV. The orbital gap (spin up / spin down) is 7.3 / 5.5 eV.

Cartesian coordinates (Å):
I 1.5069 6.2590 -0.6429
Pd 0.5685 1.0530 0.4395
Cl -3.9754 5.7937 -1.8319
S 0.5031 -0.7633 -2.2193
O 4.3150 -0.5636 -3.2832
O 0.7917 3.2446 0.1672
O 2.3799 0.8840 -1.4921
O -0.3187 0.3361 -1.6017
O 0.2473 1.0236 2.5361
N -0.9358 -0.9251 2.0287
N -0.1013 -0.9534 0.9417
N -1.5014 1.8763 0.3469
C -0.6095 0.1145 2.8024
C -1.3986 5.7629 -1.1649
C 2.6904 -2.2117 -3.4988
C 0.9824 -2.0505 -0.8569
C -1.5214 3.1078 -0.1886
C 4.8832 0.7014 -2.8485
C -0.2286 -4.0821 -1.9767
C -2.9061 -0.6392 5.7060
C -2.7006 0.4776 6.5056
C -3.8544 2.9345 -0.6896
C -0.1549 -1.9426 0.1353
C 2.1870 -0.0998 -2.1980
C -0.2366 5.1948 -0.6769
C 1.0871 -3.3315 -1.7012
C -1.3481 0.2320 4.0929
C -2.6752 3.6929 -0.7001
C -1.8202 1.4713 6.0995
C 3.0866 -0.9075 -2.9689
C 1.8780 -3.1575 -2.9912
C -2.2311 -0.7649 4.5024
C 3.6018 -2.5623 -0.3595
C -2.6218 1.1696 0.3527
C -1.1438 1.3494 4.8953
C -0.2343 3.8231 -0.2087
C -3.8210 1.6708 -0.1616
C -1.2906 -3.3718 -2.8069
C -2.5824 5.0432 -1.1957
C 2.3033 -1.8201 -0.0282
H -2.3788 -1.6313 3.8739
H 1.6916 -4.0426 -1.1262
H 3.5148 -3.6321 -0.1649
H 2.0308 -2.1305 0.9789
H -3.5901 -1.4156 6.0223
H 3.9840 -2.4453 -1.3694
H -2.5647 0.1880 0.8065
H -2.1215 -4.0515 -2.9958
H -0.6526 -4.3856 -1.0183
H 4.3197 1.5199 -3.2884
H 1.8108 -4.0468 -3.6126
H 0.0513 -5.0152 -2.4720
H 4.8630 0.7640 -1.7662
H -0.9057 -3.0424 -3.7737
H -4.7691 3.3471 -1.0922
H -4.7091 1.0558 -0.1334
H -0.9398 -2.6889 0.2184
H -0.4534 2.1143 4.5671
H -1.7088 -2.4955 -2.3047
H -1.6592 2.3418 6.7217
H 2.5239 -0.7587 0.0728
H 4.3689 -2.1875 0.3191
H -3.2241 0.5711 7.4483
H 5.8991 0.6834 -3.2237
H -1.3947 6.7792 -1.5331
H 3.2134 -2.4646 -4.4148

Here are the natural (NBO) charges for atoms 1 to 2, given in e: atom 1 (I): 0.309, atom 2 (Pd): 1.282

# C28H26GeMoN2O2S5

A molecular structure, C28H26GeMoN2O2S5 (the ωB97M-V functional and the def2-TZVPD basis, OMol25).

As for the spin multiplicity: 3. The energy above the lowest of the compared OMol25 structures with the same formula, charge and spin comes out at 1.196 eV. As for the charge: +2. Its HOMO energy (spin up / spin down) is -13.3 / -13.3 eV. The orbital gap (spin up / spin down) is 6.1 / 5.2 eV.

Cartesian coordinates (Å):
Mo -0.1382 -0.3158 -0.1469
Ge -0.4867 2.1902 0.3075
S -0.0468 -5.6070 -2.4508
S 0.9280 -2.9446 -1.8813
S -0.5954 -2.6417 0.6286
S -1.6123 -5.9525 -0.0768
S 1.4856 -4.1486 -4.5340
O -2.0293 -0.0203 0.3991
O 1.7157 -0.2261 0.0525
N -1.3803 -0.1052 2.5816
N -0.1196 -0.1034 1.9915
C -5.4445 -0.0737 3.7657
C -0.1095 1.6632 -1.5875
C -0.5551 -4.9269 -0.9408
C -0.5710 0.5904 -2.3600
C 0.2918 1.5702 -4.3612
C 4.0387 -0.3106 0.5501
C 2.9087 4.4574 2.5715
C -2.3252 -0.0889 1.6979
C -4.7163 0.0115 1.0830
C -4.1070 -0.1105 3.4214
C -0.3565 0.5183 -3.7255
C 0.8976 -0.0723 2.8039
C 2.6333 -0.2102 1.0317
C 2.2435 3.0428 0.7482
C 1.5961 4.5254 3.0183
C 0.6186 2.6667 -2.2435
C -0.1203 -3.6166 -0.6804
C 0.7751 2.6370 -3.6201
C 0.5967 3.8627 2.3231
C -3.7390 -0.0651 2.0748
C -6.4175 0.0064 2.7753
C -6.0544 0.0479 1.4370
C 0.6682 -0.0103 4.2818
C 0.9178 3.1154 1.1847
C 0.8184 -4.2262 -3.0724
C -1.5388 -5.4952 1.6662
C 2.2588 -0.1096 2.3223
C 3.2329 3.7231 1.4356
H -0.4305 3.9378 2.6622
H 4.2680 0.5271 -0.1101
H -1.9446 -6.3694 2.1722
H -2.1566 -4.6282 1.8756
H -6.8144 0.1097 0.6704
H 4.2575 3.6870 1.0890
H 1.2941 3.4478 -4.1132
H -4.4263 0.0434 0.0419
H 0.0777 -0.8668 4.6064
H -0.6866 -0.3485 -4.2839
H 0.4412 1.5437 -5.4319
H 1.6136 0.0051 4.8158
H 4.1735 -1.2259 -0.0283
H 4.7353 -0.3106 1.3840
H 3.0390 -0.0799 3.0673
H -5.7336 -0.1062 4.8072
H 1.3508 5.1052 3.8976
H 3.6853 4.9875 3.1069
H 2.5011 2.4669 -0.1336
H -3.3421 -0.1723 4.1831
H 0.0891 0.8782 4.5360
H -1.1352 -0.3056 -1.9586
H -0.5099 -5.3411 1.9816
H -7.4633 0.0367 3.0500
H 1.0314 3.5002 -1.6881
H -1.9118 2.5817 0.6468

Here are the natural (NBO) charges for atoms 1 to 2, given in e: atom 1 (Mo): 0.854, atom 2 (Ge): 1.475

# C28H26N3O4

2 unconnected molecules or ions with the total composition C28H26N3O4 at a distorted geometry (the ωB97M-V functional and the def2-TZVPD basis, OMol25).

As for the charge: -1. Its HOMO energy is -3.0 eV. The orbital gap is 4.0 eV.

Cartesian coordinates (Å):
O 0.9599 -1.8419 1.1179
O 2.5498 -0.8135 -0.1785
O -1.6780 1.3595 -3.9190
O 0.4678 0.8155 -3.7856
N -0.5613 -7.6153 0.3874
N -0.6295 0.4554 0.8614
N -0.7588 0.5717 -3.5791
C -2.9308 0.2266 2.3483
C -1.0247 -0.6234 -2.8983
C 4.8879 -0.3498 -0.3453
C -0.4119 2.6954 -1.0616
C -1.3641 -3.1678 -1.3747
C -5.1301 1.0469 2.9388
C 1.0067 -3.5603 -1.7603
C -2.7270 1.3526 1.5313
C -1.0522 2.7505 0.1836
C 3.7144 -0.3607 0.6194
C -0.3436 -5.2526 -0.6931
C 0.5799 0.3887 0.3898
C 0.0138 -1.4123 -2.4993
C -1.2357 4.0050 0.8033
C -0.1194 -2.7047 -1.8720
C 3.9494 -1.3638 1.7317
C -1.4674 -4.4211 -0.7839
C -0.4611 -6.5533 -0.0974
C -3.7769 2.2853 1.3654
C 0.8951 -4.8160 -1.1953
C 1.3401 -0.8592 0.5168
C -0.1245 5.0840 -1.0683
C -1.4484 1.4953 0.8470
C -0.7430 5.1575 0.1863
C -4.1141 0.0889 3.0752
C 0.0224 3.8526 -1.7045
C 3.5032 1.0316 1.1856
C -4.9652 2.1384 2.0772
H 5.0782 -1.3577 -0.7338
H -2.4242 -4.7659 -0.3832
H 1.9687 -3.1981 -2.1258
H 4.4228 1.3489 1.6933
H -2.0745 -0.8634 -2.7307
H 1.1173 1.2381 -0.0543
H 1.7629 -5.4763 -1.1232
H -1.7441 4.0594 1.7673
H 3.0660 -1.4463 2.3755
H -3.6493 3.1160 0.6713
H 2.6926 1.0507 1.9245
H -6.0572 0.9418 3.5015
H -0.8492 6.1173 0.6904
H 0.2451 5.9887 -1.5517
H -2.1399 -0.5204 2.4057
H -4.2421 -0.7622 3.7436
H 1.0249 -1.0789 -2.7343
H 3.2986 1.7573 0.3877
H 5.7919 -0.0090 0.1738
H -5.7578 2.8800 1.9574
H 4.1658 -2.3505 1.3017
H -0.2601 1.7273 -1.5373
H 0.4737 3.7571 -2.6909
H 4.6985 0.3335 -1.1831
H 4.8071 -1.0519 2.3379
H -2.2384 -2.5213 -1.4338

Here are the natural (NBO) charges for atoms 1 to 2, given in e: atom 1 (O): -0.647, atom 2 (O): -0.600

# C28H26N4

C28H26N4 in the gas phase at a distorted geometry (the ωB97M-V functional and the def2-TZVPD basis, OMol25).

The energy above the lowest of the compared OMol25 structures with the same formula, charge and spin comes out at 0.000 eV. As for the charge: 0. Its HOMO energy is -7.6 eV. Its SMILES is Cc1c(C(c2c(C)n(C)c3ccccc23)n2cnc3ccccc32)c2ccccc2n1C. The orbital gap is 8.1 eV.

Cartesian coordinates (Å):
N -0.0093 -0.8497 0.0428
N 1.2494 -0.0710 -1.6434
N -3.6689 -0.7414 2.4960
N 2.9511 -1.1676 3.3336
C 1.0119 -1.0629 2.1957
C -3.1054 -2.7364 1.1430
C 3.7644 1.1832 2.9788
C 1.6744 -3.2637 3.4778
C -0.9118 -0.3790 -0.9507
C 4.0277 -1.6697 4.1686
C 1.2526 -0.6977 -0.4788
C 1.6217 0.2451 2.1639
C 2.8799 0.1252 2.8240
C -3.0515 0.2709 3.2196
C -2.7853 0.0188 -2.4167
C -1.6404 0.1056 3.0765
C -3.6594 1.1939 4.0526
C 3.3853 2.4082 2.4070
C -0.2244 -1.3927 1.4004
C 1.2362 1.4955 1.6875
C -2.7265 -1.5025 1.8621
C -5.0980 -0.9825 2.4458
C -0.0673 0.1596 -1.9653
C -1.9483 0.6489 -3.3537
C 1.8252 -1.8795 2.9891
C -1.4715 -0.9241 2.0573
C -1.4110 1.7926 4.7891
C 2.1339 2.5631 1.7781
C -0.8361 0.8168 3.9635
C -2.2720 -0.4828 -1.2033
C -0.5716 0.7092 -3.1377
C -2.7981 2.0073 4.8072
H 0.2274 1.6505 1.3061
H -3.7189 -2.5414 0.2517
H 0.7247 -3.6674 3.1220
H 1.8321 3.5379 1.3842
H 3.7022 -1.8601 5.2039
H -2.2052 -3.2750 0.8306
H -0.7665 2.3828 5.4448
H -3.2191 2.8087 5.4083
H -0.2939 -2.4824 1.2738
H 4.8171 -0.9132 4.1776
H -5.4015 -1.1875 1.4096
H 2.4856 -3.9345 3.1498
H 2.1466 -1.0225 0.0482
H 4.0664 3.2556 2.4487
H 1.6562 -3.2859 4.5788
H 4.4133 -2.6099 3.7523
H 0.1385 1.1121 -3.8600
H 0.2139 0.5642 4.0503
H -3.6940 -3.3911 1.8024
H 4.6989 1.0381 3.5265
H -4.7499 1.2713 4.0659
H -3.8504 -0.0940 -2.6355
H -2.3707 1.0612 -4.2718
H -5.4095 -1.8290 3.0815
H -2.9172 -0.9416 -0.4624
H -5.5877 -0.0701 2.7994

Here are the natural (NBO) charges for atoms 1 to 2, given in e: atom 1 (N): -0.397, atom 2 (N): -0.473

# C28H26N4O4PbSi

A molecular structure, C28H26N4O4PbSi (the ωB97M-V functional and the def2-TZVPD basis, OMol25).

The energy above the lowest of the compared OMol25 structures with the same formula, charge and spin comes out at 0.155 eV. As for the charge: -2. Its HOMO energy is -1.9 eV. The orbital gap is 6.5 eV.

Cartesian coordinates (Å):
Pb 0.4829 0.7731 -1.9529
Si -4.1013 2.7674 -0.0303
O 5.4481 -1.5617 0.0204
O -0.9610 -1.1866 -2.0859
O 3.5845 -0.0174 -0.2867
O 1.0777 3.0937 -1.6839
N 1.7092 -0.1741 1.0395
N 1.4065 -2.8493 -3.2679
N 2.2132 -3.5685 -1.3443
N 1.2778 0.9667 0.3566
C 2.7714 -2.9725 -3.3522
C 0.2225 5.1354 -0.8907
C 1.0924 -3.2140 -2.0425
C 4.7452 -2.2369 0.8666
C 4.4702 -4.1818 2.3241
C -2.5545 2.0923 -0.6609
C 3.2937 -3.4093 -2.1720
C -2.7789 -3.8085 -0.3833
C -0.5507 -4.5573 -0.7926
C 2.8531 -0.6150 0.6381
C -2.4999 -2.6188 -1.0205
C 3.4253 -1.8396 1.2455
C -5.2856 1.3922 0.4621
C -1.5058 1.6248 -1.0795
C -1.8034 -4.7981 -0.2475
C -4.9428 3.8181 -1.3465
C 0.2727 4.1840 1.6957
C 3.1750 -3.7849 2.6703
C 2.6750 -2.6131 2.1259
C 5.2369 -3.4342 1.4566
C -0.2013 5.9316 0.1464
C -0.2435 -3.3723 -1.4542
C 0.6801 3.8008 -0.6906
C 1.1386 2.0130 1.0722
C 0.6824 3.3342 0.6637
C -0.1805 5.4679 1.4674
C -1.2167 -2.3296 -1.5678
C -3.7860 3.8497 1.4714
H -4.7189 4.2243 1.9039
H 2.2507 -3.7249 -0.3481
H -0.5556 6.9363 -0.0648
H 0.2061 5.4927 -1.9136
H -5.1496 3.2197 -2.2364
H 4.3014 -3.5651 -1.8348
H 4.8794 -5.0986 2.7386
H -4.8475 0.7794 1.2527
H 6.2373 -3.7469 1.1788
H 1.6731 -2.2747 2.3605
H -6.2377 1.7934 0.8218
H 0.2125 -5.3284 -0.7318
H 1.3789 1.9053 2.1337
H 0.3045 3.7997 2.7115
H 3.3048 -2.7204 -4.2549
H 4.4702 -0.5728 -0.3371
H -3.7694 -3.9690 0.0326
H -4.2888 4.6413 -1.6420
H -3.2498 3.2844 2.2368
H -2.0178 -5.7328 0.2556
H -5.8860 4.2375 -0.9842
H 2.5741 -4.3797 3.3463
H -3.2417 -1.8316 -1.0928
H -5.4839 0.7367 -0.3884
H -0.5146 6.0939 2.2852
H -3.1543 4.6990 1.2012

Here are the natural (NBO) charges for atoms 1 to 2, given in e: atom 1 (Pb): 1.330, atom 2 (Si): 1.617

Among the records above, which one has the lowest charge?
C28H26N4O4PbSi

What is the formula in the fifth record?
C28H26N3O4